A molecular structure, C22H37N2O3. Source: OMol25; level of theory: ωB97M-V/def2-TZVPD.

Summary:
ΔE to the lowest compared entry with this formula, charge and spin in kcal/mol: 435.6
Kohn-Sham gap in eV: 9.14
Lowest unoccupied orbital energy in eV: -2.0
Calculated total energy in eV: -32513.1849
E_HOMO in eV: -11.1

The geometry in ORCA input format:
```
! RIJCOSX wB97M-V def2-TZVPD def2/J DEFGRID3
* xyz 1 1
C -1.3232 -4.1556 -2.8784
C -1.6913 -3.1192 -2.0605
O -0.8986 -2.7377 -1.2019
C -3.0187 -2.5307 -2.1941
H -3.5628 -3.2306 -2.7162
H -3.3910 -2.0494 -1.1647
C -3.0777 -1.1248 -3.0684
C -2.1740 -0.1804 -2.5792
C -2.8242 0.6584 -1.6197
C -2.3359 1.8130 -1.1687
C -0.9952 2.0365 -1.3425
C -0.2086 1.2702 -2.3318
C -0.9247 0.2813 -3.1006
H -0.4992 -0.4887 -3.5592
H 0.7547 1.5136 -2.7950
O -0.6022 3.4104 -0.8758
C 0.5908 4.0100 -1.4871
C 1.8776 3.5329 -0.5811
O 2.4508 2.0508 -1.0925
H 2.7044 2.3572 -1.8658
H 2.7725 4.2333 -0.7566
C 1.6105 3.3273 1.1080
N 0.7844 2.0541 1.2202
H 1.5304 0.9006 0.4016
C 1.1863 1.0869 2.2986
H 1.8762 1.4865 2.7690
H 0.1626 1.5774 2.8965
C 1.0216 -0.3352 1.8965
C -0.4397 -0.5059 1.4650
H -0.8726 0.1226 0.6439
C -1.3207 -0.8434 2.6116
C -0.6950 -1.7256 3.5403
C 0.5329 -1.3112 4.0864
H 0.9926 -1.8960 4.6947
C 1.5481 -1.0752 2.8684
H 1.6164 -2.2943 2.5671
H 2.6233 -0.8974 3.1805
H 0.2763 -0.2344 4.7295
H -1.4900 -1.7987 4.4984
H -0.7437 -2.7089 3.3487
H -2.5017 -1.0177 2.1734
H -1.6383 0.3406 3.2824
H -0.3178 -1.5023 0.9650
N 1.9188 0.0219 0.5637
C 3.4763 -0.0690 0.9995
H 3.7995 0.2694 -0.0812
H 3.6406 -0.9895 1.0945
H 3.4248 0.6815 1.5982
C 1.7889 -1.2425 -0.4442
H 2.4773 -0.8964 -1.0906
H 1.9014 -2.1932 -0.0563
H 0.7469 -1.1277 -0.8693
H -0.1770 2.1664 0.8193
H 2.4973 3.1801 1.3495
H 1.0583 4.2378 1.2273
H 0.3390 4.9388 -1.0696
H 0.8836 3.7709 -2.5196
H -2.8236 2.5081 -0.3380
H -3.9698 0.3643 -1.2568
H -4.3475 -1.0314 -3.2937
H -2.4832 -1.6496 -4.1741
H -1.8335 -5.0532 -2.5508
H -1.5348 -4.0007 -3.9572
H -0.1487 -4.1865 -2.7563
*
```